[1]
11
Properties=species:S:1:pos:R:3 method="wB97M-V/def2-TZVPD" s_squared=2.005 spin_multiplicity=3 energy_ha=-1127.942368 lumo_energy_ha="0.036 / -0.079" total_charge=0
C 0.62206 -1.58752 -0.43575
C 1.40258 -0.34107 0.15203
F -0.98877 2.69032 -0.07413
F -2.19922 1.96996 1.95921
F -2.77809 0.88859 -0.40752
Si -1.65982 1.39099 0.54755
Cl 2.01291 0.73012 -0.95060
H -0.06879 -1.04899 -1.07313
H 1.33047 -2.05240 -1.05044
H 0.21499 -2.25847 0.27394
H 2.11168 -0.38153 1.05885



[2]
36
Properties=species:S:1:pos:R:3 method="wB97M-V/def2-TZVPD" energy_ha=-1835.911154 lumo_energy_ha=-0.126 total_charge=+1
F -3.52226 -4.05242 1.23721
C -3.65678 -4.08538 -0.15121
F -4.91088 -4.67658 -0.40240
F -3.74880 -2.80184 -0.72012
C -2.57848 -4.97429 -0.89378
C -1.11578 -4.33638 -0.94861
S -0.40260 -3.86157 0.69067
C -0.91826 -2.12881 1.17388
C 0.17945 -1.02679 0.84714
C 0.36338 -0.67949 -0.69849
I -1.48067 -0.51413 -1.83842
H -2.56492 -6.04779 -0.49794
H -2.92703 -5.06676 -1.98037
H -1.10499 -3.49388 -1.71132
H -0.42728 -5.14632 -1.37625
H -1.03271 -4.68640 1.63300
H -1.01679 -2.15972 2.31659
H -1.95626 -1.91097 0.78191
H 1.21547 -1.32112 1.23427
H -0.12699 -0.07525 1.40259
H 0.85642 0.35221 -0.73348
H 1.11229 -1.37205 -1.21718
C 1.77176 6.62939 0.14113
C 1.77674 5.51389 -0.88498
O 2.56756 4.40361 -0.42741
C 1.96371 3.56347 0.42695
O 0.83372 3.69461 0.81736
C 2.89574 2.41096 0.78789
F 4.13978 2.82573 1.07433
F 3.01659 1.51636 -0.22227
F 2.47386 1.71781 1.85894
H 2.79304 6.92172 0.39511
H 1.23756 7.50105 -0.24015
H 1.29199 6.30948 1.06878
H 2.23920 5.86716 -1.80871
H 0.76319 5.19047 -1.13467



[3]
212
Properties=species:S:1:pos:R:3 method="wB97M-V/def2-TZVPD" energy_ha=-4612.169323 lumo_energy_ha=-0.003 total_charge=0
C 1.02731 4.20568 -0.03137
O 0.95915 3.29389 0.98153
H 1.77172 3.82610 -0.73128
H 0.08572 4.29888 -0.57249
H 1.31181 5.21294 0.27295
H 0.11223 3.45213 1.40495
C 3.65776 -1.42444 -1.21181
O 2.92763 -0.68876 -2.17715
H 4.01881 -2.41312 -1.49508
H 4.62955 -1.03811 -0.90442
H 3.02325 -1.45931 -0.32621
H 2.59656 -1.38712 -2.74661
C -1.40862 2.25739 5.89893
O -1.14186 2.43467 7.24111
H -1.92594 3.16053 5.57519
H -0.52636 2.21100 5.26052
H -1.95098 1.34047 5.66830
H -1.97139 2.44948 7.72407
C 0.51670 -4.52105 -0.73247
O -0.87063 -4.44460 -0.75512
H 0.87612 -5.51520 -0.46680
H 1.01664 -4.23477 -1.65778
H 0.99111 -3.86761 -0.00031
H -1.21453 -5.31795 -0.95657
C 1.03593 -2.11392 -4.49167
O 2.10227 -2.88144 -4.03768
H 0.58464 -2.43269 -5.43126
H 0.22685 -2.19558 -3.76584
H 1.45154 -1.11841 -4.64758
H 1.94262 -3.82449 -4.11993
C -4.75567 1.39337 -4.32064
O -5.39102 1.76981 -5.50881
H -3.66934 1.48260 -4.32593
H -5.14135 2.00798 -3.50725
H -4.96957 0.34179 -4.12950
H -4.87428 1.31668 -6.17907
C 2.23567 1.45200 5.67637
O 1.80707 1.74496 6.93380
H 2.18203 2.43602 5.21062
H 3.18865 0.92294 5.67109
H 1.49619 0.80653 5.20243
H 0.88480 2.00988 6.90483
C -4.46574 0.42589 1.56831
O -4.51895 0.43612 0.18635
H -4.27076 -0.61379 1.83124
H -3.53851 0.95733 1.78266
H -5.26631 0.91785 2.12072
H -3.62827 0.61089 -0.12628
C -1.59792 -1.40639 3.93689
O -1.77981 -2.20879 5.05262
H -0.51278 -1.38812 3.83571
H -2.24769 -1.66979 3.10232
H -2.05244 -0.43280 4.12030
H -2.41735 -1.74559 5.60087
C 3.16459 0.34118 1.91756
O 4.44818 -0.22700 1.70221
H 2.66582 0.63103 0.99273
H 2.62011 -0.46927 2.40214
H 3.03491 1.10508 2.68421
H 4.80887 0.44157 1.11525
C -2.56929 -2.25134 -6.00473
O -2.62504 -0.93052 -5.74845
H -2.21352 -2.33499 -7.03163
H -2.02715 -2.87194 -5.29125
H -3.60313 -2.59590 -5.98134
H -3.08266 -0.48008 -6.46208
C -0.35205 1.64551 -3.67870
O 0.12842 1.91747 -2.33031
H -1.09358 0.84888 -3.73891
H -0.82444 2.57344 -4.00105
H 0.34501 1.17974 -4.37530
H 0.96812 2.38222 -2.30798
C -3.29221 6.04237 -2.42288
C -4.18241 5.25710 -1.40928
O -4.71706 6.14575 -0.37419
O -2.09758 6.33427 -1.72116
H -3.83767 6.95904 -2.64713
H -3.11973 5.43852 -3.31379
H -3.47390 4.54095 -0.99304
H -5.00344 4.75654 -1.92255
H -3.99526 6.75883 -0.21692
H -1.74725 7.05968 -2.24332
C -3.76530 -2.78396 -2.65987
C -4.84534 -3.84507 -2.25776
O -4.44958 -4.63993 -1.20299
O -2.44100 -3.24333 -2.76614
H -3.66033 -2.05514 -1.85619
H -4.13168 -2.22840 -3.52313
H -5.13687 -4.53411 -3.05044
H -5.72088 -3.24683 -2.00548
H -5.19676 -5.19907 -0.97783
H -2.02667 -3.43853 -1.92244
C 1.37816 -6.33484 2.59262
C 1.93541 -6.26705 4.08707
O 3.39965 -6.25261 4.07544
O 0.03380 -6.63936 2.39021
H 1.99307 -6.94665 1.93256
H 1.45794 -5.30622 2.24094
H 1.44480 -7.05153 4.66325
H 1.50313 -5.35972 4.50896
H 3.69882 -5.43326 3.67447
H -0.16714 -7.57545 2.31977
C -1.57737 -6.69493 -4.02902
C -1.82286 -7.45987 -2.62973
O -2.24885 -6.65569 -1.61514
O -2.62779 -5.78014 -4.30204
H -1.57878 -7.31424 -4.92599
H -0.66705 -6.09560 -4.04412
H -0.94113 -7.91068 -2.17429
H -2.56893 -8.23154 -2.81945
H -3.06983 -6.25574 -1.91116
H -2.50730 -4.90210 -3.93308
C -1.67106 5.51607 2.25717
C -2.19132 5.77499 3.71361
O -3.53212 5.29770 3.96684
O -1.75275 4.11490 2.08120
H -0.58687 5.61546 2.20477
H -2.31487 6.00062 1.52312
H -2.06551 6.81063 4.02939
H -1.44905 5.38437 4.40970
H -3.76777 5.56056 4.85958
H -2.66178 3.96184 1.81321
C 0.76601 5.67146 -4.28710
C 1.98552 6.10044 -3.47007
O 2.88084 5.06302 -3.14521
O -0.23339 4.88965 -3.60485
H 1.21809 5.11099 -5.10539
H 0.18240 6.43507 -4.80130
H 1.64899 6.52297 -2.52333
H 2.60461 6.88388 -3.90716
H 2.36764 4.41890 -2.65193
H -0.96177 4.64326 -4.17960
C -1.35609 -0.44619 -0.28473
C 0.00747 0.01108 0.33003
O -0.08397 0.35546 1.70465
O -1.99956 0.83845 -0.55600
H -1.88881 -1.27892 0.17447
H -1.32606 -0.83245 -1.30355
H 0.51796 0.84789 -0.14668
H 0.61099 -0.89658 0.33251
H -0.72807 1.06731 1.70269
H -1.40568 1.36081 -1.10009
C 3.35209 1.39304 -4.80740
C 3.03331 2.49567 -5.84470
O 3.62731 3.74247 -5.60675
O 2.73510 1.72044 -3.53206
H 4.41751 1.38981 -4.57726
H 2.91477 0.46649 -5.17937
H 1.95995 2.57372 -6.01764
H 3.54780 2.04215 -6.69188
H 3.23910 4.05940 -4.78794
H 3.01888 1.04401 -2.91278
C 5.53895 -3.98089 -0.02613
C 4.35357 -4.90233 -0.14787
O 3.98638 -5.49063 1.11411
O 6.75336 -4.66846 0.24776
H 5.32038 -3.16588 0.66385
H 5.66256 -3.54680 -1.01830
H 4.30484 -5.72044 -0.86649
H 3.48216 -4.29215 -0.38542
H 4.78437 -5.75578 1.57727
H 6.69991 -5.22611 -0.53184
C -4.22723 -4.45253 2.20044
C -3.07697 -5.41779 1.97538
O -3.46001 -6.59997 1.19004
O -5.26909 -5.16701 2.87193
H -4.73701 -4.15459 1.28421
H -3.88806 -3.51876 2.64891
H -2.81966 -5.82302 2.95399
H -2.26384 -4.92595 1.44150
H -3.06614 -6.64917 0.31594
H -5.03019 -6.06699 3.10549
C 4.74754 4.68669 3.98382
C 3.25768 4.58469 3.53815
O 3.13652 3.52770 2.62416
O 5.10389 3.76041 5.08159
H 4.99508 5.63919 4.45240
H 5.42005 4.40618 3.17318
H 2.87718 5.48095 3.04823
H 2.54190 4.37477 4.33295
H 2.32119 3.60134 2.12274
H 4.88754 2.89145 4.73563
C -7.93123 1.62100 -0.45794
C -7.31662 3.16370 -0.49106
O -8.18790 3.95209 0.27441
O -6.98741 0.57931 -0.87063
H -8.81658 1.47873 -1.07762
H -8.16096 1.42613 0.58961
H -7.18856 3.57199 -1.49356
H -6.36423 3.08641 0.03341
H -7.73754 4.31290 1.04161
H -6.14217 0.63610 -0.41903
C 4.09848 -2.19450 4.71535
C 5.12014 -1.55018 5.48048
O 5.53238 -0.35354 4.92641
O 4.51290 -2.56180 3.41467
H 3.19029 -1.59537 4.64940
H 3.80681 -3.12657 5.19935
H 6.06879 -2.07800 5.57829
H 4.88961 -1.49853 6.54457
H 6.07905 -0.33189 4.13756
H 4.20087 -1.88184 2.81310
C 7.08698 2.35845 0.07427
C 5.86324 2.38948 -0.75925
O 4.70867 2.01070 -0.02197
O 7.15607 3.44829 0.94218
H 7.91262 2.10697 -0.59144
H 7.10896 1.43836 0.65827
H 5.95694 1.82192 -1.68510
H 5.82699 3.38815 -1.19450
H 4.57361 2.75092 0.57421
H 7.57041 3.12373 1.74504



The evaluated strongest force on any atom for the records listed, in turn: 4.1, 3.0, 3.9 eV Å⁻¹.